# C5H5NO2

A 2-piece molecular cluster, C5H5NO2 overall in a non-equilibrium geometry (the ωB97M-V functional and the def2-TZVPD basis, the OMol25 dataset).

Calculated values
- M (g/mol) = 111.10
- spin multiplicity = 1
- energy relative to the best compared isomer or geometry (same formula, charge and spin) (eV) = 3.209
- E_HOMO (eV) = -9.3
- structure (SMILES) = [H]/N=C1\CC1=C.O=C=O

XYZ file:
```
13
Properties=species:S:1:pos:R:3:forces:R:3:mulliken_charge:R:1
C -0.321211 0.123010 0.388901 0.82 1.70 1.44 0.3224
C -0.946559 -1.121300 0.102383 -0.83 0.73 -1.33 0.3650
C 2.421266 0.609850 -0.237889 0.56 -0.33 0.47 0.7801
C 0.132090 1.063380 1.243402 -0.48 0.44 -0.07 -0.7594
C -0.965286 -0.025887 -0.921154 -1.82 -0.48 -3.51 -0.5029
N -1.369357 -2.262303 0.344345 -0.25 -1.68 0.41 -0.6718
O 2.769636 0.461494 0.854244 0.43 0.05 0.30 -0.3864
O 2.118085 0.729335 -1.340675 -0.27 0.23 -0.89 -0.3786
H 0.373233 0.788139 2.321861 -0.31 0.59 -1.67 0.2727
H 0.229622 2.175357 0.873818 -0.09 -2.40 0.89 0.2812
H -1.943624 0.460660 -1.238770 1.01 -0.25 1.26 0.2116
H -0.566314 -0.297524 -1.967699 0.58 0.49 1.98 0.2068
H -1.931584 -2.704208 -0.422766 0.66 0.91 0.72 0.2594
```
Forces are in eV/Å.



# C46H96F4N12O10PS2

A 8-piece molecular cluster, C46H96F4N12O10PS2 overall in a non-equilibrium geometry (the ωB97M-V functional and the def2-TZVPD basis, the OMol25 dataset).

Calculated values
- M (g/mol) = 1148.45
- spin multiplicity = 1
- E_HOMO (eV) = -10.1
- total charge = +1

XYZ file:
```
171
Properties=species:S:1:pos:R:3:forces:R:3:mulliken_charge:R:1
C -0.226301 -1.835049 7.123529 -0.02 -0.56 -0.10 -0.7258
C -0.526619 -3.381648 6.750789 -0.33 0.09 -0.30 -0.4123
C -2.092251 -3.707907 6.565790 0.52 -0.45 -0.27 -0.9260
C -2.711058 -2.951820 5.278077 0.15 -0.42 2.34 0.2700
N -2.004167 -3.401202 4.040621 -1.05 -0.16 -0.20 0.2439
C -2.111596 -2.284780 3.042901 0.75 0.02 -1.76 -1.2322
C -0.999854 -1.124564 3.298105 -0.51 -0.87 0.00 1.1617
C -1.671995 0.325771 3.232431 0.75 -0.55 0.95 0.0698
C -0.590306 1.539030 3.401697 -2.38 -0.54 1.03 -1.5002
N -0.485108 2.367281 2.171047 -1.23 1.15 2.50 0.4421
C -1.263319 3.573709 2.078378 5.02 -2.46 -2.34 -0.0397
N -2.444959 3.848286 2.620551 1.45 0.53 -0.78 0.1142
C -3.059871 5.190330 2.320568 -0.41 0.95 -0.68 -0.3972
C -2.478441 6.345642 3.275917 1.05 -0.53 0.44 -0.2648
O -1.412970 7.095322 2.615288 -0.55 -1.18 0.70 -0.5261
C -3.557441 7.428527 3.741409 0.33 1.80 0.97 0.6416
F -3.237906 7.943639 5.037089 -0.74 -1.36 -2.92 -0.2754
F -3.436141 8.544696 2.868238 -1.17 -2.62 2.05 -0.2167
F -4.878759 6.957554 3.823243 2.88 1.11 -0.54 -0.2532
N -0.447226 4.430775 1.169614 -1.60 -0.89 2.26 -0.0638
C 0.638072 3.603043 0.513261 -0.06 0.67 0.77 -0.7747
P 2.157065 4.705848 0.769182 -0.51 3.02 -1.16 0.6362
N 1.891502 6.198492 0.195163 -0.55 -2.09 0.62 -0.8960
C 0.606775 2.109163 1.192986 -1.61 2.97 -2.25 1.4813
C -0.132860 1.257086 0.042522 0.65 -1.22 0.20 -0.8916
C 0.832044 0.612553 -1.058927 -0.87 -0.38 -0.81 -0.9043
C 1.317630 1.618019 -2.211789 1.10 -1.46 -0.44 -0.2298
C 2.877295 1.959265 -2.031386 1.46 3.65 -0.22 0.3868
O 3.334061 3.120706 -2.164472 -2.04 -4.16 0.38 -0.5891
O 3.867773 0.942550 -1.755730 -2.07 1.00 0.39 -0.4671
C 2.062995 1.684798 1.689449 -0.75 -2.14 0.95 -0.8797
F 2.444670 2.351840 2.927942 -0.74 -0.47 -2.16 -0.4300
C 2.207934 0.099680 2.025116 1.50 0.59 -0.24 0.1972
C 3.797909 -0.229659 1.830210 -0.54 -0.33 0.68 -1.2303
C -2.596856 -4.646896 3.493353 -1.92 0.26 -1.23 -0.0800
S -4.171242 -4.644548 2.867799 2.21 0.08 0.87 -0.2701
S -1.695375 -6.271594 3.410583 0.25 1.19 -0.19 -0.0511
C -1.493476 -6.670052 1.587919 0.70 0.01 -1.55 -0.7030
C -1.910437 -8.169952 1.218868 -1.24 -0.33 0.64 -0.3489
C -3.528502 -8.272854 1.099099 0.50 0.44 0.86 -0.6274
H -1.181432 -1.194938 7.146748 1.35 -1.04 0.14 0.2317
H 0.278149 -1.834894 8.156604 -0.72 0.44 -1.68 0.3323
H 0.449687 -1.372637 6.316389 -0.78 -0.61 1.45 0.0202
H -0.064284 -4.079068 7.537360 -0.81 1.09 -1.08 0.4345
H -0.021654 -3.644399 5.758589 -0.69 0.37 1.35 0.2113
H -2.688887 -3.480493 7.524045 0.86 -0.17 -1.52 0.3502
H -2.155570 -4.847753 6.391735 -0.10 1.65 0.24 0.2707
H -2.571449 -1.825760 5.457413 -0.17 -1.64 -0.67 -0.1383
H -3.831479 -3.167659 5.254075 1.38 0.41 -0.22 0.1427
H -1.868465 -2.762479 2.018695 -0.43 0.83 1.51 0.4381
H -3.162373 -1.850976 2.946205 1.22 -0.52 0.45 0.3745
H -0.204727 -1.279218 2.497974 -0.96 0.45 1.00 -0.2210
H -0.490917 -1.355895 4.304780 -0.83 0.65 -1.41 -0.7135
H -2.395373 0.381726 4.130607 0.83 -0.09 -1.62 0.1722
H -2.245597 0.428156 2.250281 0.67 0.01 1.40 0.3416
H -1.055982 2.219543 4.212810 0.98 -0.91 -1.16 0.7026
H 0.396065 1.177629 3.832393 -1.13 0.63 -1.04 0.2290
H -2.884915 3.123965 3.203630 0.14 0.61 -0.37 0.3026
H -4.191549 5.077844 2.348383 1.55 0.14 0.30 0.5003
H -2.775716 5.492230 1.242463 -0.24 -0.57 1.48 0.1312
H -1.959624 5.832031 4.169990 -1.52 0.88 -0.92 0.4959
H -0.556349 6.907394 3.055011 -0.87 0.36 -0.24 0.3264
H -0.019408 5.125819 1.814688 -0.64 0.01 -0.93 0.1320
H 0.345864 3.693674 -0.581757 0.86 -0.68 1.29 -0.0625
H 3.319504 4.120789 0.174655 -0.47 -0.26 0.62 0.0794
H 2.363715 4.832988 2.201649 0.08 -0.89 -0.79 0.0840
H 0.951177 6.245467 -0.232150 0.68 0.18 0.10 0.2852
H -0.765451 0.458642 0.584422 1.18 0.94 -0.99 0.2700
H -0.886645 1.929573 -0.502935 1.12 -0.83 0.97 0.4757
H 0.216660 -0.209237 -1.587048 0.99 1.23 0.92 0.4736
H 1.756263 0.089834 -0.650478 -1.39 0.63 -0.28 0.2805
H 1.258596 1.024070 -3.203430 0.27 0.88 1.42 0.3189
H 0.666546 2.536599 -2.362578 1.21 -1.00 0.43 0.3281
H 3.779690 0.618611 -0.832912 -0.05 0.13 -0.76 0.2659
H 2.831384 1.935171 0.871204 -1.26 -0.04 1.29 0.5009
H 1.551114 -0.549717 1.361547 0.88 0.96 0.89 0.1894
H 1.986606 -0.127116 3.118515 -0.08 0.60 -1.53 0.2632
H 4.161210 -0.752080 2.782636 -0.36 0.64 -1.54 0.3541
H 4.384047 0.749621 1.757813 -0.69 -1.45 -0.08 0.3158
H 3.990394 -0.930264 0.944796 -0.18 1.13 1.19 0.2684
H -2.084203 -5.886015 0.993189 0.70 -1.29 0.86 0.3268
H -0.384124 -6.540062 1.298013 -1.65 0.00 0.77 0.3491
H -1.614320 -8.879377 2.070595 -0.09 1.13 -1.23 0.2283
H -1.418400 -8.568397 0.263928 -0.50 0.94 1.38 0.3264
H -3.925239 -9.062015 1.827448 0.50 0.99 -1.27 0.2358
H -3.870373 -8.490720 0.036764 0.37 0.37 1.46 0.2632
H -3.927143 -7.265125 1.491504 0.28 -1.59 -0.87 0.1078
C 4.106466 -1.063657 -4.104562 -0.02 -0.14 0.17 -0.7757
C 3.188972 -0.920731 -5.287078 -0.26 -0.02 -0.65 0.5991
O 1.989510 -0.681501 -5.156268 -0.01 0.13 0.30 -0.7332
N 3.722670 -1.063744 -6.526165 -0.31 0.15 0.83 -0.0429
C 5.099098 -1.344393 -6.880289 -0.09 0.16 -0.52 -0.2884
H 3.537280 -0.923070 -3.186471 0.01 -0.01 -0.27 -0.0216
H 4.547296 -2.063038 -4.087623 0.17 0.11 -0.07 0.4611
H 4.889990 -0.303974 -4.143716 0.08 -0.15 0.05 0.2555
H 3.047439 -0.954648 -7.269632 0.11 -0.05 0.06 0.2464
H 5.462205 -0.528161 -7.507794 0.19 -0.18 -0.01 0.1287
H 5.120994 -2.272222 -7.452760 0.31 0.08 0.12 0.2561
H 5.740636 -1.443199 -6.007609 -0.22 -0.10 -0.03 -0.0493
C 6.378050 -6.460193 -6.814695 -0.14 -0.11 0.13 -1.4533
C 6.868790 -5.067726 -7.101897 0.10 0.51 -0.01 0.8239
O 6.481445 -4.095462 -6.463930 0.06 -0.20 0.05 -0.5562
N 7.771338 -4.904566 -8.106585 -0.37 -0.15 0.44 -0.1313
C 8.345032 -5.917011 -8.966849 0.20 0.44 -0.15 -0.8964
H 5.665168 -6.431142 -5.989838 0.13 0.14 -0.13 0.2662
H 5.872995 -6.869552 -7.692112 0.13 -0.13 0.05 0.4034
H 7.213460 -7.101259 -6.525351 -0.08 -0.09 -0.15 0.3896
H 8.053790 -3.943654 -8.240585 -0.03 -0.11 -0.04 0.2236
H 9.430231 -5.898084 -8.843923 -0.02 -0.24 -0.15 0.2970
H 8.099723 -5.668193 -10.001664 0.10 -0.26 -0.04 0.2930
H 7.973487 -6.913431 -8.737593 -0.01 0.16 0.05 0.3512
C -7.151839 0.258760 5.352769 0.03 0.21 0.11 -1.4441
C -6.146607 -0.709392 4.792804 0.20 -0.45 -0.15 0.8525
O -4.992733 -0.374900 4.527340 0.07 0.16 -0.02 -0.5546
N -6.548578 -1.989971 4.581610 0.22 0.82 0.13 0.0639
C -7.850958 -2.568849 4.828398 0.19 -0.38 -0.27 -0.9504
H -6.687657 1.239407 5.466833 0.05 -0.19 -0.08 0.2758
H -7.999925 0.356211 4.671673 -0.07 -0.06 0.17 0.4026
H -7.491715 -0.078235 6.334837 -0.19 -0.03 -0.11 0.3362
H -5.821576 -2.581852 4.205558 -0.02 -0.06 -0.07 0.0557
H -7.730719 -3.391499 5.535908 -0.29 0.09 0.04 0.2969
H -8.235703 -2.962757 3.884325 -0.17 -0.03 0.10 0.2948
H -8.555408 -1.845926 5.232588 0.20 -0.07 0.04 0.3178
C -11.061143 -1.388136 8.610119 -0.02 0.20 0.05 -1.3351
C -10.064111 -2.365236 8.050249 0.43 -0.21 -0.14 0.8089
O -8.913400 -2.040154 7.780675 -0.14 0.09 0.02 -0.6226
N -10.473837 -3.646238 7.844154 0.10 0.57 0.07 -0.1411
C -11.778486 -4.219795 8.096578 0.28 -0.39 -0.17 -0.8943
H -10.590038 -0.410554 8.718800 0.05 -0.21 -0.06 0.2961
H -11.911033 -1.287423 7.931731 -0.08 -0.05 0.17 0.3616
H -11.399594 -1.718435 9.594388 -0.15 0.03 -0.11 0.3731
H -9.751169 -4.243239 7.467387 -0.10 0.03 0.08 0.2290
H -11.661227 -5.041947 8.806020 -0.28 0.02 0.00 0.2992
H -12.168564 -4.614470 7.155799 -0.24 -0.02 0.16 0.2951
H -12.478966 -3.492112 8.500520 0.16 -0.02 -0.05 0.3395
C 3.933576 1.817432 -9.646960 -0.16 -0.03 0.11 -1.0975
C 5.252017 1.270649 -10.122602 0.49 -0.35 -0.12 0.7985
O 5.659195 0.165411 -9.785260 -0.17 0.16 0.01 -0.6387
N 6.000459 2.045367 -10.953540 -0.39 -0.24 0.35 -0.1773
C 5.696129 3.365833 -11.461152 0.46 -0.14 -0.19 -0.8248
H 3.452385 1.088766 -8.993434 0.18 0.04 -0.11 0.0962
H 4.090333 2.737568 -9.080062 -0.13 0.04 -0.13 0.3528
H 3.274937 2.004517 -10.497709 0.01 0.16 0.10 0.3737
H 6.870530 1.612785 -11.230262 -0.10 0.07 0.02 0.2424
H 5.680245 3.319546 -12.552388 -0.11 0.26 0.03 0.2848
H 6.489476 4.046971 -11.145386 -0.18 0.19 -0.10 0.2829
H 4.738413 3.736375 -11.101988 0.10 -0.13 0.01 0.3200
C -3.865745 7.994961 -0.245942 -0.05 -0.09 0.12 -0.7476
C -3.075564 7.183865 -1.234970 0.26 -0.20 -0.44 0.7143
O -2.277420 6.319955 -0.878689 -0.16 -0.09 0.21 -0.5427
N -3.265231 7.429179 -2.557746 0.07 -0.13 0.73 -0.2239
C -4.151740 8.395631 -3.170193 0.22 -0.19 -0.39 -0.8819
H -3.604951 7.685631 0.765270 0.07 0.06 -0.28 -0.3896
H -3.628894 9.055354 -0.352504 -0.17 -0.03 0.04 0.4320
H -4.935335 7.828924 -0.392668 0.02 0.20 -0.03 0.4168
H -2.700577 6.845980 -3.159393 -0.06 0.10 0.03 0.2530
H -4.849217 7.860088 -3.817983 -0.11 0.25 0.00 0.2884
H -3.551490 9.075518 -3.778505 -0.24 0.13 0.00 0.2932
H -4.710948 8.968758 -2.433833 0.12 -0.12 -0.02 0.3486
C 9.070474 1.285816 -3.937948 -0.07 0.20 0.07 -1.1084
C 10.109622 0.356676 -4.504247 0.68 -0.12 -0.23 0.7127
O 11.252848 0.723999 -4.737450 -0.28 0.03 0.08 -0.6570
N 9.743588 -0.930326 -4.757843 -0.01 0.51 0.17 -0.1202
C 8.452172 -1.550101 -4.552025 0.36 -0.38 -0.28 -0.5154
H 9.508690 2.273394 -3.789633 0.06 -0.21 -0.08 0.3023
H 8.232680 1.381409 -4.632199 -0.08 -0.05 0.16 0.2982
H 8.721025 0.915472 -2.971649 -0.16 0.02 -0.10 0.3027
H 10.492183 -1.493272 -5.136053 -0.10 0.06 0.05 0.2199
H 8.582161 -2.389961 -3.865410 -0.32 -0.02 -0.01 0.2309
H 8.098114 -1.926956 -5.514278 -0.30 -0.11 0.19 0.2396
H 7.719070 -0.858022 -4.142136 0.16 0.01 -0.04 0.0844
```
Forces are in eV/Å.



These records have orbital gap values of 0.3394 0.2785 hartree, in the order they appear.